# C5H10O

A molecular structure, C5H10O (ωB97M-V/def2-TZVPD, the Open Molecules 2025 dataset).

Each line ends with the Löwdin charge.
Element x y z (Å)
1 C -0.55814 1.62954 1.57792  -0.06
2 O 0.01588 1.48731 0.28508  -0.07
3 C 0.00183 0.25995 -0.18256  -0.51
4 C 0.13263 -1.05864 0.36173  -0.15
5 C 0.83913 -1.57107 -0.88732  -0.15
6 C 0.64600 -0.14230 -1.47794  -0.08
7 H -0.06145 0.96014 2.28503  0.09
8 H -1.63086 1.40392 1.51657  0.08
9 H -0.39993 2.66568 1.86843  0.09
10 H -1.73617 0.26743 -0.46990  0.09
11 H -0.02964 -1.44049 1.35774  0.11
12 H -1.07496 -0.66950 -0.07690  0.11
13 H 0.35148 -2.36608 -1.46841  0.10
14 H 1.88964 -1.83648 -0.74157  0.10
15 H 1.55720 0.44429 -1.55825  0.12
16 H 0.05737 -0.03370 -2.38963  0.12

Calculated values
HOMO level in eV: -7.12
Relative energy (zero: lowest compared OMol25 entry of this formula, charge and spin) in kcal per mole: 144.0
LUMO in eV: 1.08